ORCA calculation (ωB97M-V/def2-TZVPD) on an isolated molecule of CH4N2S2 at a distorted geometry.

Output
- Kohn-Sham gap (alpha / beta): 0.3095 / 0.3095 hartree
- Charge: 0
- HOMO energy (alpha / beta): -8.97 / -8.98 eV
- E_LUMO (alpha / beta): -0.6 / -0.6 eV
- ΔE to the lowest compared entry with this formula, charge and spin: 3.344 eV

Bonds (Å) are listed after each position.
CARTESIAN COORDINATES (ANGSTROEM)
1 C 1.557 0.628 -0.096  N2 1.231, S4 1.793, H6 1.191
2 N 1.606 -0.591 -0.265  C1 1.231, H7 0.998
3 N -1.847 -0.908 0.656  S5 1.582, H8 0.986
4 S 0.139 1.646 0.313  C1 1.793, S5 2.346
5 S -1.685 0.317 -0.332  N3 1.582, S4 2.346, H9 1.555
6 H 2.498 1.337 -0.268  C1 1.191
7 H 0.892 -1.258 -0.061  N2 0.998
8 H -2.287 -0.824 1.534  N3 0.986
9 H -0.873 -0.347 -1.480  S5 1.555



ORCA calculation (ωB97M-V/def2-TZVPD) on a cluster of 2 separate species, CH4N2Si in total at a distorted geometry.

Output
- Kohn-Sham gap: 0.3551 hartree
- Charge: 0
- HOMO energy: -11.10 eV
- E_LUMO: -1.4 eV
- ΔE to the lowest compared entry with this formula, charge and spin: 3.595 eV

Bonds (Å) are listed after each position.
CARTESIAN COORDINATES (ANGSTROEM)
1 C -1.342 0.267 -1.239  N2 1.144
2 N -2.049 0.959 -1.812  C1 1.144
3 N 0.005 -0.911 -0.322  Si4 1.713, H5 1.023
4 Si 0.607 0.092 0.930  N3 1.713, H6 1.438, H7 1.499, H8 1.418
5 H 0.401 -1.375 -1.144  N3 1.023
6 H -0.614 0.236 1.675  Si4 1.438
7 H 1.267 1.365 0.495  Si4 1.499
8 H 1.725 -0.634 1.417  Si4 1.418



ORCA calculation (ωB97M-V/def2-TZVPD) on the ion CH4N3 with charge +1 at a distorted geometry.

Output
- Kohn-Sham gap: 0.3907 hartree
- Charge: +1
- HOMO energy: -17.09 eV
- E_LUMO: -6.5 eV
- ΔE to the lowest compared entry with this formula, charge and spin: 4.161 eV

Bonds (Å) are listed after each position.
CARTESIAN COORDINATES (ANGSTROEM)
1 C 0.194 0.861 0.047  N2 1.433, H5 1.105, H6 1.084, H7 1.126
2 N -0.541 -0.312 -0.321  C1 1.433, N3 1.155
3 N -0.347 -1.424 -0.567  N2 1.155, N4 1.195
4 N -0.541 -2.385 -1.249  N3 1.195, H8 1.052
5 H -0.048 0.781 1.122  C1 1.105
6 H -0.311 1.788 -0.203  C1 1.084
7 H 1.275 1.016 -0.226  C1 1.126
8 H -0.458 -3.403 -0.995  N4 1.052